1.
C10H21N3O4 as an isolated structure at a distorted geometry. Source: the OMol25 dataset; level of theory: ωB97M-V/def2-TZVPD.

XYZ file:
```
38
Properties=species:S:1:pos:R:3:forces:R:3:nbo_charge:R:1
C 1.0185 -2.0286 -0.0623 -0.3 -5.1 2.8 -0.107
C 0.0646 -1.1049 -0.6510 2.0 3.9 -3.8 0.589
C 1.8669 -1.5291 1.2421 -5.1 2.8 0.5 -0.390
C 2.0311 0.0879 1.0779 0.3 -0.8 -1.1 -0.441
C 3.0755 0.3240 -0.1708 -3.0 -0.6 -2.0 -0.464
C 3.7408 1.7184 -0.3279 0.7 0.7 2.4 -0.237
C -2.1449 0.2478 -0.2669 2.1 -0.8 2.0 -0.137
C -1.7421 1.7026 -0.1857 0.4 -3.2 1.2 0.790
C -3.4917 -0.0114 0.4209 -1.4 -1.2 2.0 0.058
C -4.8414 0.4912 -0.2705 -2.4 0.8 0.3 -0.647
H 3.0222 -2.3601 -1.0892 -5.0 -1.9 -0.2 0.364
H 1.0865 -2.7582 -1.8254 3.9 -0.9 1.6 0.383
H 0.0232 -2.8056 0.2116 3.2 0.9 0.2 0.175
H 1.5103 -1.9039 2.3101 -0.1 1.1 -2.3 0.221
H 2.7238 -2.0259 1.1595 3.9 -1.6 -0.6 0.204
H 0.9536 0.4959 0.5798 3.3 -0.7 2.3 0.212
H 2.4440 0.5917 2.0213 -1.1 -0.6 -1.2 0.219
H 2.0912 0.4286 -0.9370 3.6 -1.0 0.7 0.257
H 3.8735 -0.6449 -0.4404 -2.4 2.9 0.9 0.198
H 4.4541 1.6731 -1.2669 -1.9 0.8 1.7 0.213
H 4.3808 1.9537 0.5603 0.2 -0.9 -0.7 0.182
H 2.3889 3.0016 -1.1361 -0.4 0.5 1.5 0.363
H 2.1239 3.1912 0.6723 2.5 -1.6 -3.1 0.396
H -1.1470 -1.6928 0.8479 0.1 3.4 -2.3 0.438
H -2.3114 0.0296 -1.2466 -0.4 -0.5 -2.9 0.238
H -3.7385 0.3995 1.5253 1.6 -1.2 -2.0 0.192
H -4.6078 -2.1952 -0.3516 3.8 2.2 2.3 0.400
H -4.8809 0.1236 -1.3292 0.1 0.7 0.7 0.216
H -5.1953 1.7745 -0.2013 1.7 -4.1 -0.2 0.267
H -5.8126 -0.0753 0.2541 2.8 1.4 -1.0 0.228
H -0.5310 1.1962 1.3375 -1.1 1.6 -2.0 0.522
N 1.8644 -2.9461 -0.9576 -0.3 4.3 -1.6 -0.819
N 2.8367 2.9783 -0.1941 -1.0 -0.8 -0.9 -0.897
N -0.9491 -0.8391 0.1104 -5.3 -0.4 4.7 -0.633
O 0.2611 -0.4429 -1.7005 -0.2 -1.2 0.8 -0.659
O -2.3199 2.4718 -0.8537 -0.6 2.2 -1.1 -0.545
O -3.2728 -1.4912 0.3944 -6.0 -0.8 -1.7 -0.669
O -0.8492 1.9741 0.7393 1.6 -0.1 2.3 -0.680
```
Positions in Å, forces in eV/Å.

Properties
- ΔE to the lowest compared entry with this formula, charge and spin: 327.2 kcal/mol
- Multiplicity: 1
- Highest occupied orbital energy: -8.9 eV



2.
A 2-piece molecular cluster, C10H21N5O4 overall at a distorted geometry. Source: the OMol25 dataset; level of theory: ωB97M-V/def2-TZVPD.

XYZ file:
```
40
Properties=species:S:1:pos:R:3:forces:R:3:nbo_charge:R:1
O -0.2653 0.1499 -4.2590 0.1 0.0 0.5 -0.622
O 2.1301 1.4206 0.5875 0.5 -0.8 0.3 -0.651
O -1.1220 0.8437 -0.9781 0.8 -0.1 -0.1 -0.636
O -0.1647 -0.8659 2.9966 -0.1 -0.4 -0.5 -0.397
C 0.7092 -0.5726 -4.1139 -1.1 0.5 -1.4 0.668
C 1.5993 1.9913 -0.3465 0.6 -1.6 0.1 0.676
C -0.4834 -0.1624 -1.2754 -0.5 1.5 -0.4 0.687
N 1.0608 3.1727 -0.1654 -0.7 1.6 -0.5 -0.792
N -1.1045 -1.3477 -1.2330 0.3 -1.4 0.0 -0.604
N -1.3758 0.8515 5.8268 -0.1 0.3 0.2 -0.832
N -0.4154 -0.6965 4.3829 0.6 0.5 1.1 -0.345
N 1.3508 -0.7345 -2.9566 0.3 -0.5 1.4 -0.615
C 1.2532 -1.3496 -5.2895 0.0 0.1 0.1 -0.708
C -0.5213 -2.6776 -1.4123 0.0 0.5 -0.2 -0.412
C -0.8252 0.2003 2.3009 -0.4 0.2 0.0 -0.080
C -1.5522 0.1792 4.5553 0.2 0.0 0.2 0.078
C -1.4080 1.1068 3.3760 0.0 0.4 -0.4 -0.441
C 1.5584 1.3714 -1.7303 -0.9 0.2 0.2 -0.493
C 1.0122 -0.0683 -1.6892 0.3 0.0 -0.3 -0.132
H 1.0790 3.5224 0.7746 -0.2 0.3 0.0 0.408
H 0.5205 3.5901 -0.8998 -0.2 0.2 0.2 0.401
H -2.0876 -1.2912 -1.0158 0.1 0.1 0.0 0.410
H -1.1222 0.1853 6.5518 -0.3 0.3 0.0 0.362
H -2.2033 1.3855 6.0808 0.2 -0.3 0.2 0.358
H -0.5517 -1.5867 4.8567 -0.1 -0.2 -0.9 0.346
H 2.1544 -1.3393 -2.9574 0.0 0.0 0.1 0.399
H 1.1528 -2.4152 -5.0952 0.1 -0.1 -0.1 0.223
H 0.6833 -1.0854 -6.1795 0.1 0.0 0.2 0.247
H 2.3002 -1.0943 -5.4408 0.1 -0.2 -0.1 0.222
H 0.4256 -2.7529 -0.8738 -0.1 -0.1 0.0 0.202
H -0.3578 -2.8744 -2.4732 0.1 -0.2 0.0 0.193
H -1.2045 -3.4325 -1.0191 0.1 0.2 0.0 0.216
H -1.6197 -0.2072 1.6689 0.1 -0.1 0.0 0.166
H -0.1268 0.7516 1.6672 0.1 -0.3 0.1 0.209
H -2.4948 -0.3791 4.5065 -0.3 0.0 -0.1 0.134
H -2.3603 1.5501 3.0751 0.1 0.0 0.0 0.214
H -0.6985 1.9071 3.6071 -0.2 -0.2 0.2 0.223
H 2.5775 1.3707 -2.1145 0.0 -0.2 0.0 0.236
H 0.9384 1.9753 -2.3933 0.0 -0.1 -0.1 0.233
H 1.5592 -0.5919 -0.9031 0.1 -0.1 0.0 0.246
```
Positions in Å, forces in eV/Å.

Properties
- ΔE to the lowest compared entry with this formula, charge and spin: 63.9 kcal/mol
- Multiplicity: 1
- Highest occupied orbital energy: -7.9 eV



> Which value of ΔE to the lowest compared entry with this formula, charge and spin does entry 2 give?

63.9 kcal/mol



> Look up the ΔE to the lowest compared entry with this formula, charge and spin of the second one.

63.9 kcal/mol